(1)
Density functional theory data (the ωB97M-V functional and the def2-TZVPD basis) for a 2-piece molecular cluster, C16H22F15INO2PS overall at a distorted geometry.

LUMO in eV: -2.18
Gap between HOMO and LUMO in eV: 7.005
Multiplicity: 1
Strongest force on any atom in Eh/bohr: 0.1018
Net charge: 0

Cartesian coordinates (Å):
C: 0.99874 4.73395 -1.25025
C: 0.36421 3.23322 -1.25350
I: 1.03982 2.01452 -2.93300
C: 0.69477 2.40480 0.08296
C: -0.17409 1.06720 0.07319
C: -1.68698 1.12926 -0.26524
C: -2.53670 -0.15451 -0.31024
C: -4.09104 -0.17213 -0.69709
C: -4.49737 -1.42038 -1.62870
O: -3.43291 -1.83985 -2.53643
N: -1.91247 -1.41511 -0.00175
C: -0.50265 -1.55611 0.36468
C: -0.04137 -3.05837 0.69276
C: 0.25093 -3.95232 -0.61389
O: 0.85414 -3.19833 -1.69402
C: 0.45675 -0.31496 0.40649
C: 1.97661 -0.56701 0.81855
C: 2.43012 0.13048 2.19028
C: 2.13756 -0.78353 3.50737
F: 1.94300 0.17359 4.56764
F: 0.93592 -1.48728 3.22778
C: 3.43315 -1.70127 3.71044
F: 4.42790 -0.84852 4.30017
F: 4.01337 -2.18156 2.51107
S: 3.23059 -3.16528 4.86422
F: 1.98255 -2.46853 5.71496
F: 4.37448 -2.51946 5.92788
F: 4.53054 -3.96245 4.11265
F: 2.22358 -3.99274 3.82169
F: 3.13444 -4.47649 5.90496
H: 0.85573 5.11179 -2.33405
H: 0.31539 5.36752 -0.59148
H: 2.09133 4.72203 -0.92548
H: -0.77070 3.40037 -1.39793
H: 0.29074 3.04587 0.96203
H: 1.80670 2.25316 0.28517
H: -2.23196 2.11475 -0.49467
H: -4.29143 0.83022 -1.23504
H: -4.68011 -0.17594 0.28450
H: -4.77402 -2.29176 -0.91891
H: -5.40275 -1.15017 -2.26738
H: -3.54849 -2.82033 -2.60527
H: -2.50944 -2.26490 -0.01564
H: -0.92721 -3.52804 1.27404
H: 0.87123 -3.12605 1.37030
H: -0.74517 -4.43752 -0.93939
H: 0.98957 -4.77556 -0.32169
H: 0.14437 -2.81978 -2.25661
H: 2.25469 -1.68729 0.77731
H: 2.61690 -0.08227 -0.01679
H: 1.90896 1.13925 2.36953
H: 3.55200 0.38156 2.08973
F: -2.77880 5.81285 -5.69053
P: -2.05458 4.44973 -5.24540
F: -0.65697 3.91003 -5.82807
F: -1.19949 5.60029 -4.51345
F: -3.50679 3.93962 -4.77771
F: -1.74819 3.54374 -3.95023
F: -2.42907 3.88601 -6.70249

=====

(2)
Density functional theory data (the ωB97M-V functional and the def2-TZVPD basis) for one molecule with the formula C21H25F2N3O3 at a distorted geometry.

LUMO in eV: 0.41
Gap between HOMO and LUMO in eV: 8.674
Multiplicity: 1
Strongest force on any atom in Eh/bohr: 0.0248
Energy relative to the best compared isomer or geometry (same formula, charge and spin) in kJ/mol: 12.68
Net charge: 0
SMILES string: Cc1oc(-c2cc(F)ccc2F)nc1CN1CCC(C(=O)N2CCOCC2)CC1

Cartesian coordinates (Å):
C: -2.68740 1.87874 -1.23141
C: -1.43417 2.63325 -0.98600
O: -1.49749 3.98177 -0.86496
C: -0.21699 4.38249 -0.67235
C: 0.06833 5.78959 -0.50418
C: -0.97691 6.71409 -0.47584
C: -0.69803 8.05509 -0.31300
F: -1.72038 8.93246 -0.28735
C: 0.59586 8.52880 -0.17485
C: 1.63785 7.61931 -0.20377
C: 1.37412 6.27101 -0.36619
F: 2.41305 5.42740 -0.39486
N: 0.62380 3.39284 -0.66689
C: -0.11788 2.26657 -0.86052
C: 0.51174 0.91554 -0.90247
N: 0.73700 0.40762 0.44244
C: 1.67920 -0.68637 0.51032
C: 1.11009 -2.02380 0.01381
C: -0.15157 -2.38113 0.81195
C: -0.78640 -3.63166 0.21607
O: -1.65376 -3.55605 -0.63592
N: -0.35204 -4.83633 0.66251
C: 0.75127 -5.12680 1.54918
C: 1.80654 -5.94336 0.78702
O: 1.25687 -7.12367 0.25706
C: 0.18874 -6.83527 -0.61997
C: -0.91270 -6.04968 0.09415
C: -1.14124 -1.21591 0.72836
C: -0.46914 0.08635 1.17780
H: -3.32523 1.89472 -0.34753
H: -2.45834 0.84726 -1.47980
H: -3.24064 2.33327 -2.05192
H: -1.99683 6.38054 -0.57995
H: 0.77438 9.58425 -0.04918
H: 2.66103 7.94410 -0.10187
H: 1.49022 1.02550 -1.37458
H: -0.10983 0.25008 -1.52367
H: 1.97533 -0.79294 1.55993
H: 2.56834 -0.42007 -0.06503
H: 0.84945 -1.94447 -1.04360
H: 1.86876 -2.80242 0.11600
H: 0.10750 -2.53996 1.86297
H: 1.20560 -4.22000 1.93977
H: 0.37648 -5.72929 2.38640
H: 2.60975 -6.25255 1.45796
H: 2.22593 -5.32721 -0.02455
H: -0.18646 -7.79750 -0.97020
H: 0.55588 -6.25171 -1.47778
H: -1.70050 -5.76386 -0.60313
H: -1.33272 -6.65800 0.90276
H: -1.49540 -1.13293 -0.29951
H: -2.00806 -1.42054 1.35866
H: -0.18769 -0.00031 2.23314
H: -1.16529 0.92115 1.08460

=====

(3)
Density functional theory data (the ωB97M-V functional and the def2-TZVPD basis) for one molecule with the formula C6H8N2O2 at a distorted geometry.

LUMO (alpha / beta) in eV: 0.18 / 0.02
Gap between HOMO and LUMO (alpha / beta) in eV: 8.458 / 8.505
Multiplicity: 1
Strongest force on any atom in Eh/bohr: 0.0701
Energy relative to the best compared isomer or geometry (same formula, charge and spin) in kJ/mol: 679.34
Net charge: 0

Cartesian coordinates (Å):
C: 1.70496 0.17768 -0.10227
C: 0.97726 -0.88374 0.28778
C: -0.61083 1.32826 -0.04520
C: -1.26383 0.17217 0.00790
C: 0.89127 1.48252 -0.33416
C: -0.51941 -1.03573 0.20888
N: -3.48028 -0.58387 -0.34134
N: -2.68559 0.32816 0.12347
O: -4.69038 -0.53270 -0.15470
O: -3.15517 1.45817 0.36699
H: 2.81603 0.18553 -0.09999
H: 1.48426 -1.88608 0.49094
H: -1.11520 2.31826 0.00462
H: 1.32162 2.15061 0.35416
H: 0.93637 1.82393 -1.41331
H: -0.64167 -1.67104 -0.71490
H: -0.82884 -1.73369 0.97507
H: -2.96453 -1.46182 -0.82698